ORCA calculation (ωB97M-V with the def2-TZVPD basis set) on a 12-piece molecular cluster, C51H71F2N5O31S5 overall in a non-equilibrium geometry.

Values from the calculation:
HOMO energy   -9.7 eV
Largest force on an atom   3.1 eV Å⁻¹
Net charge   0
2S+1   1
Energy   -6782.29134 Eh
SMILES   O=[N+]([O-])c1ccccc1.O=[N+]([O-])c1ccccc1.O=[N+]([O-])c1ccccc1.O=[N+]([O-])c1ccccc1.O=[N+]([O-])c1ccccc1.O=C1OC[C@@H](F)O1.O=C1OC[C@@H](F)O1.CCOS(C)(=O)=O.CCOS(C)(=O)=O.CCOS(C)(=O)=O.CCOS(C)(=O)=O.CCOS(C)(=O)=O
Kohn-Sham gap   8.550 eV

```
165
Properties=species:S:1:pos:R:3:mulliken_charge:R:1
O 0.5296 7.0000 19.1254 -0.693
N 1.5868 6.4031 18.9700 1.115
O 1.7556 5.2578 19.3070 0.122
C 2.6732 7.1672 18.3818 -0.276
C 3.8121 6.4872 18.0063 -0.081
C 4.8461 7.1066 17.3069 0.282
C 4.6871 8.4566 16.9664 -0.437
C 3.4971 9.1104 17.3408 -0.998
C 2.5274 8.4999 18.0631 0.670
H 3.8699 5.4773 18.3906 -0.226
H 5.8514 6.7095 17.2754 -0.168
H 5.5054 9.0650 16.6039 0.621
H 3.3603 10.1303 16.9961 0.773
H 1.6258 9.0183 18.3533 -0.656
O -0.9883 12.1089 22.8395 -0.656
N -1.2683 12.9372 21.9766 1.172
O -2.1791 13.7139 22.0734 -0.623
C -0.3809 12.9547 20.7885 -0.331
C 0.7652 12.1802 20.7860 0.019
C 1.5690 11.9979 19.6503 -0.359
C 1.2497 12.8137 18.5786 -0.251
C 0.2505 13.7890 18.6589 -0.932
C -0.6410 13.8067 19.6927 0.029
H 0.8742 11.5783 21.6806 0.139
H 2.4461 11.3770 19.7512 0.557
H 1.8984 12.6951 17.7171 0.379
H 0.0601 14.4657 17.8364 0.363
H -1.5178 14.4395 19.6832 0.422
O -2.2931 2.5757 15.4550 -0.658
N -1.1900 2.6222 15.9668 1.213
O -0.7892 1.7851 16.7690 -0.620
C -0.3420 3.7665 15.7403 -1.194
C -0.7921 4.9060 15.0409 -0.660
C 0.0151 6.0004 14.9206 -1.699
C 1.2791 6.0081 15.5324 -0.048
C 1.8320 4.8617 16.0701 0.343
C 0.9622 3.7684 16.1741 0.463
H -1.8135 4.8782 14.6827 0.548
H -0.3480 6.8226 14.3189 0.707
H 1.9699 6.8354 15.3964 0.550
H 2.8306 4.7829 16.4654 0.433
H 1.3942 2.8556 16.5689 0.629
O 0.3334 6.7485 10.6139 -0.622
N 1.2811 6.1937 11.1664 1.082
O 1.5232 5.0173 11.0268 -0.608
C 2.1722 7.0471 11.9708 -0.404
C 1.9779 8.4157 12.0640 -0.373
C 2.8179 9.1966 12.8659 -0.754
C 3.9555 8.6236 13.4348 -0.320
C 4.0947 7.2231 13.3614 0.280
C 3.2091 6.4466 12.6589 -0.209
H 1.1929 8.8904 11.4913 0.507
H 2.5514 10.2404 12.9495 0.415
H 4.5152 9.2128 14.1479 0.504
H 4.9566 6.6947 13.7492 -0.142
H 3.2883 5.3678 12.6164 0.585
O 5.0735 3.6803 17.4187 0.036
N 6.2652 3.4497 17.3605 1.177
O 7.1437 4.2891 17.5372 -0.770
C 6.7099 2.0660 17.1635 -0.148
C 8.0851 1.7674 17.2400 -0.495
C 8.5386 0.5243 16.8475 -0.914
C 7.5689 -0.4680 16.6272 -0.499
C 6.2111 -0.2047 16.6390 -0.636
C 5.7938 1.1019 16.8787 -0.079
H 8.7699 2.5173 17.6078 0.463
H 9.5508 0.1909 17.0262 0.438
H 7.8313 -1.4985 16.4164 0.438
H 5.5022 -1.0024 16.4773 0.497
H 4.7362 1.2996 16.7537 0.656
O 4.2317 -0.4070 18.2793 -0.554
C 3.5137 0.4184 18.7356 0.374
O 3.0095 1.4381 18.0164 -0.322
C 2.3449 2.3272 18.8965 1.919
C 2.0522 1.4701 20.0904 0.492
F 0.7882 0.9481 19.9618 -0.398
O 3.0193 0.4454 19.9985 -0.304
H 2.9434 3.2168 19.0816 -0.452
H 1.3986 2.6689 18.4829 -1.271
H 2.0756 2.0570 21.0067 0.345
O -4.0581 2.1030 20.9111 -0.538
C -3.1058 2.6712 20.4842 0.493
O -1.8416 2.4611 20.8630 -0.478
C -0.9341 3.2746 20.0942 0.886
C -1.8881 4.3550 19.5771 0.459
F -1.5189 4.5674 18.2753 -0.085
O -3.1365 3.7262 19.6453 -0.379
H -0.0958 3.5503 20.7255 -0.116
H -0.6105 2.6089 19.2993 -0.466
H -1.8837 5.3010 20.1091 0.203
C 5.8757 12.0543 17.8653 -1.040
C 7.2075 11.4677 17.4249 -0.188
O 7.7149 10.5853 18.4312 -0.365
S 8.2841 9.1102 17.9235 1.215
C 9.9736 9.2616 18.5208 -1.092
O 7.6239 8.0741 18.6436 -0.529
O 8.3989 9.1050 16.4784 -0.701
H 5.3327 11.2726 18.4007 0.169
H 5.3389 12.3551 16.9623 0.312
H 5.8816 12.9409 18.4983 0.435
H 7.0841 11.0174 16.4413 0.249
H 7.9526 12.2617 17.3178 0.424
H 10.3969 8.4079 17.9862 0.374
H 9.9778 9.0488 19.5870 0.349
H 10.5142 10.1657 18.2679 0.326
C -0.0768 8.9300 24.8496 -1.427
C 0.5409 9.1260 23.4578 -0.033
O 1.0871 7.8700 23.0580 -0.219
S 2.4325 7.9276 22.1792 0.887
C 3.6541 8.4289 23.3390 -1.135
O 2.6471 6.5793 21.6988 -0.349
O 2.3058 8.9821 21.1971 -0.377
H -0.4121 9.8639 25.2944 0.387
H 0.6898 8.4619 25.4734 0.336
H -0.9057 8.2241 24.8218 0.343
H -0.3120 9.4117 22.8348 0.174
H 1.1288 10.0455 23.4429 0.361
H 3.8135 7.6129 24.0393 0.350
H 3.0947 9.1968 23.8795 0.433
H 4.5137 8.8664 22.8461 0.338
C -1.3418 9.5641 18.5394 -0.374
C -2.2202 10.7526 18.6841 -0.103
O -3.5742 10.5312 18.3071 -0.386
S -4.4973 11.8871 18.2811 1.226
C -4.6683 12.2711 19.9994 -0.790
O -3.7255 12.9234 17.6199 -0.620
O -5.8165 11.5223 17.8301 -0.637
H -1.5594 8.8571 19.3439 0.266
H -0.2920 9.8328 18.6408 -0.293
H -1.4758 9.1330 17.5459 0.380
H -2.1218 11.1562 19.6959 0.137
H -1.7581 11.4584 17.9832 0.268
H -5.5629 12.8898 20.0550 0.419
H -3.8375 12.9181 20.2732 0.163
H -4.8082 11.3578 20.5681 0.314
C 4.4582 2.1450 24.4196 -1.284
C 4.2863 3.3290 23.5345 0.859
O 5.5207 3.7355 22.9510 -0.364
S 5.9797 3.3009 21.4373 1.111
C 5.8895 4.9524 20.6902 0.121
O 7.3470 2.8637 21.4366 -0.657
O 4.8451 2.5839 20.9055 -0.497
H 3.6201 2.0411 25.1134 0.436
H 5.3121 2.3450 25.0750 0.299
H 4.5921 1.1896 23.9167 0.279
H 3.5994 3.0372 22.7296 -0.597
H 3.7363 4.1418 24.0094 0.332
H 6.1588 4.8263 19.6402 -0.446
H 6.6543 5.5912 21.1230 0.633
H 4.8515 5.2495 20.8097 -0.203
C 9.2050 6.2631 14.8255 -1.539
C 7.8158 5.6835 14.7366 0.559
O 7.9191 4.3371 14.2988 -0.406
S 6.5849 3.8757 13.4213 1.225
C 7.0631 2.1573 13.2170 -1.024
O 5.4932 3.8933 14.3618 -0.266
O 6.5882 4.5169 12.1336 -0.688
H 9.8631 5.7030 15.4959 0.368
H 9.1366 7.2955 15.1613 0.268
H 9.7112 6.1364 13.8670 0.371
H 7.1770 5.8958 15.6044 0.007
H 7.2298 6.3222 14.0537 0.277
H 7.7523 1.9568 14.0370 0.215
H 7.6067 2.0089 12.2895 0.392
H 6.1593 1.5693 13.3438 0.352
```

ORCA calculation (ωB97M-V with the def2-TZVPD basis set) on C32H31F6KN10O2S as an isolated structure in a non-equilibrium geometry.

Values from the calculation:
ΔE to the lowest compared entry with this formula, charge and spin   74.7 kcal/mol
HOMO energy   -2.1 eV
Largest force on an atom   4.8 eV Å⁻¹
Net charge   -2
2S+1   1
Energy   -3533.51887 Eh
Kohn-Sham gap   6.206 eV

```
83
Properties=species:S:1:pos:R:3:mulliken_charge:R:1
K 0.9411 0.1756 1.5146 0.957
C -1.5352 3.2538 -1.5031 -1.175
N -0.1396 2.9967 -1.2397 -0.365
C 0.5489 2.3963 -2.3619 0.213
C 1.7960 1.7399 -1.8973 -0.137
N 2.1958 1.6977 -0.6696 -0.717
C 3.2993 0.8507 -0.6781 -0.539
C 4.0567 0.3813 0.3898 0.939
C 5.0754 -0.5137 0.1068 -0.801
C 5.3362 -0.9308 -1.2042 -0.452
C 4.5804 -0.4760 -2.2753 -1.025
C 3.5586 0.4157 -1.9840 0.387
N 2.6081 1.0489 -2.7682 -0.114
C -2.2494 2.0500 -2.0390 0.758
N -3.0521 2.0341 -3.0783 -1.128
C -3.4404 0.7059 -3.1830 0.330
C -4.2889 0.0890 -4.1019 -0.753
C -4.4891 -1.2753 -3.9912 -0.552
C -3.8553 -2.0246 -2.9858 -0.844
C -3.0101 -1.4338 -2.0647 -0.118
C -2.8202 -0.0604 -2.1787 1.246
N -2.0752 0.8352 -1.4571 0.990
H -1.6707 4.0730 -2.2143 0.426
H -1.9932 3.5422 -0.5547 0.322
H -0.0894 2.4067 -0.4107 0.375
H 0.7702 3.1607 -3.1185 0.367
H -0.0223 1.5997 -2.8671 -0.138
H 3.8189 0.6712 1.4103 0.430
H 5.6626 -0.9166 0.9221 0.485
H 6.1323 -1.6448 -1.3836 0.417
H 4.7631 -0.8235 -3.2850 0.419
H 2.2699 0.6802 -3.6421 0.393
H -4.7674 0.6718 -4.8796 0.403
H -5.1408 -1.7802 -4.6951 0.336
H -4.0253 -3.0936 -2.9359 0.360
H -2.4981 -2.0109 -1.3041 -0.796
H -1.4713 0.6627 -0.6468 0.155
N -0.6301 -3.6128 -2.8350 -0.415
C -0.6985 -2.3908 -2.1431 -0.107
S 0.0270 -1.0371 -2.9320 -0.467
N -1.2990 -2.4810 -0.9943 -0.921
N -1.3305 -1.3087 -0.2421 0.957
C -2.1773 -1.3886 0.7149 -0.552
C -2.5607 -0.3357 1.6497 1.478
C -3.4715 -0.6980 2.6494 -0.819
C -3.9704 0.2013 3.5711 -0.793
C -3.5482 1.5324 3.4860 -0.387
C -2.6620 1.9319 2.5135 -1.049
C -2.1184 1.0272 1.5525 -0.156
O -1.2850 1.4257 0.6666 -0.476
H -0.6192 -3.4731 -3.8332 0.276
H -1.3358 -4.2626 -2.5151 0.263
H -2.7095 -2.3389 0.8428 0.022
H -3.7925 -1.7356 2.6871 0.327
H -4.6674 -0.1165 4.3364 0.364
H -3.9209 2.2625 4.1978 0.373
H -2.3280 2.9613 2.4503 0.390
C 3.8873 2.9382 3.5317 -1.800
C 3.3244 1.6434 4.1636 0.859
O 2.5094 0.9647 3.3686 -0.814
C 4.5450 0.7600 4.5686 0.529
F 5.4604 1.3850 5.3639 -0.316
F 4.2020 -0.3660 5.2150 -0.288
F 5.2270 0.3772 3.4686 -0.222
C 2.5762 2.0613 5.4674 0.565
F 1.5548 2.8863 5.1729 -0.258
F 3.3477 2.7390 6.3689 -0.307
F 2.0533 1.0228 6.1380 -0.259
H 4.4571 2.6631 2.6449 0.325
H 4.5207 3.5175 4.2069 0.408
H 3.0371 3.5388 3.2134 0.410
C 3.0945 -3.6904 -1.8003 -0.838
N 2.9774 -3.3453 -0.3996 0.509
C 3.7248 -3.8329 0.6440 -0.310
C 3.2285 -3.2357 1.7667 -0.875
N 2.1863 -2.4070 1.4406 -0.287
C 2.0698 -2.4964 0.1356 0.159
H 2.7867 -4.7240 -1.9667 0.303
H 4.1247 -3.5499 -2.1310 0.359
H 2.4390 -3.0327 -2.3711 0.174
H 4.5321 -4.5287 0.4897 0.444
H 3.5645 -3.3417 2.7856 0.409
H 1.3633 -1.9694 -0.4875 -0.240
```

ORCA calculation (ωB97M-V with the def2-TZVPD basis set) on C13H25Cl3HfO2Si as an isolated structure in a non-equilibrium geometry.

Values from the calculation:
ΔE to the lowest compared entry with this formula, charge and spin   0.0 kcal/mol
HOMO energy   0.2 eV
Largest force on an atom   2.2 eV Å⁻¹
Net charge   -2
2S+1   1
Energy   -2379.22568 Eh
Kohn-Sham gap   4.885 eV

```
45
Properties=species:S:1:pos:R:3:mulliken_charge:R:1
C -0.5708 0.8128 -2.3945 1.149
C -1.4169 -0.3321 -2.2358 -0.161
C -0.5782 -1.4707 -2.0108 1.137
C -2.8799 -0.3775 -2.4958 -1.512
C 0.7934 -1.0211 -2.0117 0.535
C 0.7961 0.3843 -2.2488 0.589
C 2.0070 1.2059 -2.5179 -1.614
C -1.0385 2.1485 -2.8443 -1.866
C -1.0588 -2.8791 -2.0435 -1.844
C 1.9980 -1.8953 -2.0340 -1.633
Hf -0.3417 -0.0426 0.1451 1.164
Cl -2.6413 0.0814 0.7260 -0.536
Cl 0.3571 2.2321 0.1951 -0.421
Cl 0.3682 -2.3287 0.7712 -0.621
H -3.3545 0.5689 -2.2175 0.346
H -3.3531 -1.1768 -1.9163 0.334
H -3.0880 -0.5627 -3.5583 0.325
H -1.9471 -2.9971 -1.4112 0.354
H -0.2950 -3.5706 -1.6737 0.361
H -1.3333 -3.1785 -3.0664 0.298
H 1.8908 -2.7315 -1.3383 0.335
H 2.8879 -1.3330 -1.7351 0.399
H 2.1660 -2.2962 -3.0429 0.244
H 2.8732 0.8015 -1.9839 0.353
H 1.8876 2.2412 -2.1855 0.384
H 2.2378 1.2006 -3.5939 0.227
H -1.9262 2.4580 -2.2789 0.361
H -1.3106 2.1243 -3.9105 0.283
H -0.2641 2.9095 -2.7013 0.386
O 2.7947 4.1230 -0.0167 -1.070
H 3.7206 4.2409 0.3021 0.073
C -1.5292 0.9154 4.1838 -0.959
Si 0.0819 0.0667 3.6745 0.118
C 1.6359 0.9504 4.2721 -1.008
C 0.0152 -1.7462 4.2074 -0.957
O 0.0893 0.1394 2.0275 -0.180
H -1.5898 0.9613 5.2795 0.367
H -2.3972 0.3649 3.7936 0.243
H -1.5699 1.9346 3.7751 0.265
H 1.6913 1.0080 5.3662 0.334
H 2.5353 0.4264 3.9146 0.260
H 1.6659 1.9746 3.8714 0.315
H -0.8863 -2.2345 3.8126 0.252
H 0.8858 -2.3073 3.8430 0.236
H -0.0089 -1.7930 5.3067 0.354
```

- What is the net charge in the first record?
  0

- Which formula does entry 1 have?
  C51H71F2N5O31S5